Record 1
Below is C2H6N2O2 in the gas phase in a non-equilibrium geometry, with properties calculated with the ωB97M-V functional and the def2-TZVPD basis.

The geometry in XYZ format:
```
12
Properties=species:S:1:pos:R:3:forces:R:3
C 0.049365 1.254347 0.864862 -0.3455 -0.7651 -0.3971
N -0.826294 -1.814160 -0.731459 0.2463 1.0461 -0.3022
H 1.747303 0.660399 -0.395503 -0.3042 -0.3097 -0.1014
H -1.403175 -3.302014 0.245996 0.0990 0.1884 -0.0893
O -0.011927 -0.020093 -1.642562 1.3081 1.8970 3.0909
N 0.102819 -0.992721 -0.728663 -1.2588 -3.7684 1.3255
H 0.506206 2.146922 1.303358 0.0498 -0.0857 -0.1521
O -0.704383 -2.649675 0.392513 0.4473 0.2254 -0.5707
C 0.717494 1.004068 -0.458411 -0.3605 1.0901 -3.1968
H 0.653882 1.858800 -1.127308 0.2115 0.3853 0.3189
H 0.182830 0.411194 1.539081 -0.0268 0.0381 0.0579
H -1.014122 1.442935 0.738095 -0.0660 0.0585 0.0164
```
Positions in Å, forces in eV/Å.

Results
* SMILES: CCO/N=N/O
* HOMO level: -9.81 eV
* HOMO-LUMO gap: 10.922 eV
* E_LUMO: 1.1 eV
* net charge: 0
* total energy: -9241.4577 eV

These are the natural (NBO) partial charges, in e, on atoms 1 to 6:
1. C -0.665
2. N 0.038
3. H 0.207
4. H 0.478
5. O -0.382
6. N 0.020

***

Record 2
Below is C2H6N2O2 in the gas phase in a non-equilibrium geometry, with properties calculated with the ωB97M-V functional and the def2-TZVPD basis.

The geometry in XYZ format:
```
12
Properties=species:S:1:pos:R:3:forces:R:3
O -1.598958 0.307678 1.736052 0.0967 -1.8402 1.3406
H 0.550591 -2.250827 -0.663517 0.1199 1.2321 0.3625
H -0.755756 1.522345 0.345939 -0.6981 0.4480 0.8108
H -1.940272 -0.208783 2.525206 0.4197 1.2112 -1.4215
H 0.637445 -0.787651 -1.761855 0.1510 -0.4733 1.3892
C 0.765348 -1.150085 -0.690596 1.1494 -0.1492 -0.8259
C -0.050487 -0.288352 0.208725 -1.2451 -1.4947 0.4168
H 1.840725 -0.929807 -0.396260 -1.0450 -0.5842 -0.5619
H 1.080487 1.990049 -1.199932 -0.3262 -0.1340 -0.2761
N -0.818586 -0.763417 1.135396 0.3079 0.3412 -0.6650
O 0.238519 1.511014 -1.262645 1.0595 0.3222 -1.1264
N 0.050943 1.047835 0.023487 0.0103 1.1209 0.5568
```
Positions in Å, forces in eV/Å.

Results
* SMILES: C/C(=N/O)NO
* HOMO level: -8.81 eV
* HOMO-LUMO gap: 9.660 eV
* E_LUMO: 0.8 eV
* net charge: 0
* total energy: -9243.1416 eV

These are the natural (NBO) partial charges, in e, on atoms 1 to 6:
1. O -0.629
2. H 0.247
3. H 0.384
4. H 0.489
5. H 0.246
6. C -0.669

***

Record 3
Below is a molecular structure, C2H6N2O2S in a non-equilibrium geometry, with properties calculated with the ωB97M-V functional and the def2-TZVPD basis.

The geometry in XYZ format:
```
13
Properties=species:S:1:pos:R:3:forces:R:3
H -1.157158 -2.285511 0.316317 0.1247 -0.6226 0.5020
H 0.170884 2.462231 -0.116367 -1.4038 -1.3453 0.1709
H 0.370534 -2.310707 1.126156 -0.3153 0.9926 -0.5117
H 1.248228 0.569637 -1.457986 0.2937 0.9416 -0.7160
S -0.245223 -0.660562 -0.582630 1.3706 0.7798 -0.4241
N 1.399759 -0.279094 -0.958855 -2.8698 -2.0970 -1.1583
O -0.846592 -0.962924 -1.851446 -0.3838 -0.1552 0.3020
H -1.147512 2.408940 1.214903 1.0124 -0.6648 -1.1710
C -1.270869 0.539278 0.302873 2.4689 -1.2676 0.5234
O 0.316704 0.904150 1.306480 -2.2225 -0.9236 -0.5704
H 1.806085 -0.069835 -0.114814 1.4792 0.9036 2.5912
N -0.164772 -2.067182 0.285050 -0.3529 0.3591 -0.7484
C -0.480068 1.751579 0.530318 0.7986 3.0995 1.2103
```
Positions in Å, forces in eV/Å.

Results
* HOMO level: -9.35 eV
* HOMO-LUMO gap: 9.407 eV
* E_LUMO: 0.1 eV
* net charge: 0
* total energy: -20075.4126 eV

These are the natural (NBO) partial charges, in e, on atoms 1 to 6:
1. H 0.411
2. H 0.171
3. H 0.438
4. H 0.380
5. S 1.981
6. N -0.947

***

Record 4
Below is 2 unconnected molecules or ions with the total composition C2H6N2O3 in a non-equilibrium geometry, with properties calculated with the ωB97M-V functional and the def2-TZVPD basis.

The geometry in XYZ format:
```
13
Properties=species:S:1:pos:R:3:forces:R:3
H -1.213370 -0.911957 -1.312736 1.0107 0.1385 0.4523
H 1.574084 -1.124903 0.327646 -0.5657 0.0387 -0.8720
O 2.462515 -1.071414 -0.132271 -0.1702 -2.3662 0.3135
C -2.360060 0.365536 -0.014630 0.1127 0.9066 -1.9272
O 3.901516 0.474336 -0.254385 0.7662 0.1738 -0.4304
H 0.025882 0.215404 1.170701 -0.7472 -0.4775 -0.6247
H -2.696665 0.805677 -1.003428 -0.0860 -0.2750 1.0955
C -1.044450 -0.304364 -0.397790 -2.2649 -1.0290 0.8868
O 1.907113 0.923359 0.386222 0.3237 1.3713 0.4010
H -2.114607 1.247065 0.621405 -0.8326 -0.9420 0.1855
H -3.179904 -0.392635 0.261850 1.4800 1.2917 0.1147
N -0.037402 -0.406420 0.344457 0.1695 -0.4850 0.1679
N 2.775350 0.180322 0.002957 0.8039 1.6541 0.2371
```
Positions in Å, forces in eV/Å.

Results
* SMILES: O=[N+]([O-])O.[H]/N=C\C
* HOMO level: -10.33 eV
* HOMO-LUMO gap: 11.077 eV
* E_LUMO: 0.7 eV
* net charge: 0
* total energy: -11289.0007 eV

These are the natural (NBO) partial charges, in e, on atoms 1 to 6:
1. H 0.166
2. H 0.515
3. O -0.501
4. C -0.699
5. O -0.364
6. H 0.372